ORCA calculation (ωB97M-V/def2-TZVPD) on an isolated molecule of C5H7NO2S.

Geometry (Å):
C 1.9729 1.4852 -0.0502
C 1.8737 0.2194 0.2194
C 1.7610 -1.0673 0.1043
S 0.0492 -1.4653 -0.0058
O -0.6803 -1.5766 1.2562
O 0.0134 -2.4448 -1.0235
C -0.6652 -0.0589 -0.7674
C -2.0888 0.1160 -0.5484
N -1.3035 0.7033 0.4479
H 1.6803 2.2934 0.4986
H 2.4255 1.7293 -1.0496
H 2.3847 -1.9284 0.4598
H -2.6461 -0.6810 -0.1131
H -2.6892 0.8954 -1.1255
H -1.2336 0.1783 1.2249
H -0.8541 1.6020 0.4724

For the energy relative to the best compared isomer or geometry (same formula, charge and spin), the calculation gives 153.5 kcal per mole. The frontier orbital gap comes out at 8.508 eV. The LUMO energy is 0.46 eV. Its SMILES is C=C=C[S@](=O)([O-])=C1C[NH2+]1. As for the HOMO energy: -8.04 eV. The calculation puts the total energy at -797.8974 hartree.

ORCA calculation (ωB97M-V/def2-TZVPD) on a structure of composition C5H7NO2S2.

Geometry (Å):
C 0.3162 0.2701 -0.3384
C -0.8548 -0.3184 -0.2314
C -2.2956 1.0586 -0.0198
C 2.4981 0.1706 0.6307
C 1.6738 -0.3210 -0.5053
N -1.0950 -1.7242 -0.1610
O -2.0987 -2.1596 -0.6467
O -0.2889 -2.3954 0.4792
S -1.7631 2.5729 0.1068
S -3.7331 0.2216 0.0523
H 0.0999 1.3432 -0.5418
H 2.1287 -0.2225 1.5573
H 2.4023 1.2583 0.8281
H 3.6010 0.1125 0.5375
H 1.6164 -1.4084 -0.5424
H 1.9978 0.1175 -1.5301
H -4.2050 1.4241 0.3249

For the energy relative to the best compared isomer or geometry (same formula, charge and spin), the calculation gives 128.3 kcal per mole. The frontier orbital gap comes out at 8.681 eV. The LUMO energy is -0.70 eV. As for the HOMO energy: -9.38 eV. The calculation puts the total energy at -1196.1149 hartree.

ORCA calculation (ωB97M-V/def2-TZVPD) on a structure of composition C5H7NO3.

Geometry (Å):
N 1.1130 -1.2727 -0.5631
C 0.1364 -0.2887 -0.2565
C -1.0215 -0.5979 0.4891
C -1.3462 0.4674 1.3791
O -2.3035 0.5867 2.1519
C -0.2431 1.5200 1.2495
O 1.0493 1.0116 1.6027
C 0.6794 1.0424 0.2308
H 1.9500 -1.2513 0.0132
H 0.7781 -2.2323 -0.5976
H -1.5642 -1.5408 0.4222
H -0.4303 2.5726 1.4702
H 1.2762 1.6713 -0.4322
H 0.8091 -1.0682 -2.1450
O 0.0166 -0.1649 -2.4820
H -0.8994 -0.4553 -2.5324

For the energy relative to the best compared isomer or geometry (same formula, charge and spin), the calculation gives 118.4 kcal per mole. The frontier orbital gap (alpha / beta) comes out at 8.917 / 8.916 eV. The LUMO energy (alpha / beta) is -0.08 / -0.08 eV. As for the HOMO energy (alpha / beta): -8.99 / -8.99 eV. The calculation puts the total energy at -475.0603 hartree.

ORCA calculation (ωB97M-V/def2-TZVPD) on an isolated molecule of C5H7NO3.

Geometry (Å):
H -1.0598 1.6950 2.0924
N -1.5694 0.9031 1.6870
C -0.8712 0.3266 0.8044
C 0.6671 0.5122 0.3701
C 0.8965 1.4297 -0.8026
O 1.4615 0.3918 1.3263
C -1.0677 -0.8610 -0.0237
O -2.0385 -0.7850 -0.9583
C 0.1745 -1.4822 -0.2901
O 0.9371 -2.1545 0.6267
H 1.2785 2.3883 -0.4453
H 1.6424 0.9853 -1.4641
H -0.0120 1.6208 -1.3777
H -1.9316 -1.5146 -1.5903
H 0.2744 -1.9490 -1.2708
H 1.2180 -1.5065 1.3160

For the energy relative to the best compared isomer or geometry (same formula, charge and spin), the calculation gives 109.6 kcal per mole. The frontier orbital gap (alpha / beta) comes out at 7.983 / 7.982 eV. The LUMO energy (alpha / beta) is -0.66 / -0.66 eV. Its SMILES is [H]/N=C(C(C)=O)/C(O)=C\O. As for the HOMO energy (alpha / beta): -8.65 / -8.65 eV. The calculation puts the total energy at -475.0743 hartree.